{
  "formula": "C24H33Br33Cl2NO2",
  "method": "ωB97M-V with the def2-TZVPD basis set",
  "total_charge": 1,
  "energy_ha": -87001.94328,
  "fmax_ev_per_a": 2.7,
  "multiplicity": 1,
  "symbols": ["C", "H", "C", "H", "Br", "Br", "H", "C", "Br", "Br", "H", "C", "H", "Br", "H", "Br", "C", "Br", "O", "Br", "C", "H", "Br", "C", "Cl", "H", "H", "Br", "C", "Br", "Br", "H", "Br", "Br", "H", "C", "H", "C", "C", "H", "Br", "O", "Br", "H", "H", "C", "Br", "Br", "Br", "Br", "H", "H", "H", "C", "Br", "Br", "C", "H", "Br", "C", "H", "H", "Br", "Br", "C", "C", "Br", "C", "H", "Br", "Br", "Br", "H", "H", "Br", "H", "H", "C", "C", "H", "H", "H", "H", "Cl", "N", "H", "C", "H", "Br", "C", "Br", "C", "C", "H", "Br"],
  "positions_angstrom": [[4.562, 0.064, 0.736], [3.784, -0.408, -1.337], [1.759, 10.133, -0.671], [5.589, 2.178, 2.176], [-2.165, -6.228, 1.985], [8.151, -6.304, -0.593], [3.678, -2.042, 3.406], [3.387, -1.538, 2.495], [0.786, 5.858, -0.283], [-10.991, -7.266, 0.636], [1.319, 11.118, -0.651], [4.641, -0.843, 1.970], [-4.583, -3.878, -0.790], [0.270, 2.932, -1.440], [2.295, -3.340, 2.266], [-3.475, 4.103, -3.411], [-1.600, 6.983, 3.993], [3.909, -1.577, -4.404], [1.584, -1.420, -0.192], [1.873, 0.214, -2.724], [2.089, -0.978, -4.230], [-9.307, -9.004, 0.150], [-1.475, 5.068, 4.174], [5.945, 0.794, 0.620], [2.894, 1.683, 2.214], [5.537, -2.528, 0.032], [-1.628, -4.725, -3.087], [3.669, 10.367, -0.738], [4.865, 3.028, 0.333], [-8.181, -7.872, 2.042], [-3.312, -9.195, 1.859], [5.404, -1.579, 1.791], [-4.866, -1.913, 0.695], [-2.048, 4.445, 0.112], [7.758, -6.012, 1.826], [4.444, -0.778, -0.547], [5.391, 3.480, -0.493], [-5.439, -3.488, -0.261], [-9.418, 6.637, -2.423], [3.377, -3.141, 0.945], [-11.295, 7.053, -2.398], [0.401, -2.016, 1.636], [-6.031, -4.858, 0.950], [6.890, 2.670, 1.086], [6.635, 0.207, 1.203], [5.061, -1.927, -0.738], [-2.444, -6.440, -1.510], [-4.958, 1.890, -1.660], [0.138, 7.799, 3.838], [-5.909, 4.931, -1.535], [2.620, 0.522, 0.271], [4.496, 3.829, 0.955], [-2.056, 0.192, 1.054], [-0.516, 4.645, -1.021], [-8.246, -7.074, -0.988], [-8.336, 8.215, -2.638], [-1.405, -0.614, 0.746], [-0.859, 5.070, -1.953], [-9.003, 5.308, -3.754], [7.194, -5.704, 0.959], [5.028, -0.246, 2.794], [-5.830, 3.365, -3.440], [1.209, 9.233, 0.944], [1.095, 9.250, -2.248], [-3.740, -7.332, 2.083], [5.912, 2.225, 1.142], [-6.776, -3.068, -1.579], [3.720, 2.191, -0.202], [0.452, 0.064, 1.630], [7.075, -3.773, 1.009], [-0.915, -6.766, -4.284], [1.440, -0.183, -5.851], [1.481, -1.847, -4.030], [-1.984, -1.529, 0.695], [-3.754, -5.316, -4.197], [5.156, -2.319, -1.732], [-0.958, -0.437, -0.223], [-9.212, -7.964, 0.418], [2.724, -2.596, 1.606], [-0.710, -0.725, 2.727], [-2.046, 7.360, 4.900], [2.596, -0.869, 2.810], [-4.365, -7.049, 1.249], [6.627, 0.889, -1.037], [3.417, 1.019, 0.689], [3.858, 1.872, -1.223], [1.556, -1.957, 0.925], [-9.172, 6.211, -1.463], [5.452, -6.509, 1.089], [-5.144, 3.546, -2.628], [-2.752, 7.496, 2.541], [-2.116, -5.673, -3.245], [-0.265, -0.739, 1.744], [2.827, 2.796, -0.212], [-4.772, -7.032, 3.678]],
  "forces_ev_per_angstrom": [[1.5, -1.9, -1.2], [0.8, 0.2, 0.2], [0.1, 0.0, 0.0], [0.2, 0.1, 0.4], [0.0, 0.0, 0.2], [-0.1, 0.1, 0.1], [0.2, -0.1, 0.3], [0.1, -0.5, -0.2], [-0.1, -0.1, 0.0], [0.1, 0.0, 0.0], [0.0, 0.1, 0.0], [-0.9, 1.0, 0.6], [0.1, 0.0, 0.0], [-0.1, -0.1, -0.1], [-0.1, -0.2, 0.2], [0.0, 0.0, -0.1], [0.0, 0.0, -0.1], [0.0, 0.1, 0.0], [0.3, -0.2, 2.3], [-0.3, 0.2, -0.5], [0.0, 0.0, -0.2], [0.0, -0.1, 0.0], [0.0, 0.1, 0.0], [-0.1, 0.9, 0.2], [-0.2, -0.1, 0.1], [-0.2, 0.8, -0.5], [0.0, 0.1, 0.0], [-0.1, 0.0, 0.0], [1.0, -0.2, 0.5], [0.0, -0.1, 0.1], [0.0, 0.1, 0.0], [0.2, -0.3, -0.3], [-0.1, 0.0, -0.1], [0.1, 0.0, 0.1], [0.0, 0.0, 0.1], [-0.9, -0.1, 0.2], [-0.1, 0.2, -0.4], [-0.1, 0.0, 0.0], [0.0, 0.0, 0.0], [0.3, 0.2, -0.4], [0.1, 0.0, 0.0], [1.5, 0.4, 0.3], [0.0, 0.2, 0.0], [0.3, 0.2, 0.0], [0.3, -0.3, 0.0], [0.1, -0.1, 0.4], [0.0, 0.1, -0.1], [0.0, 0.0, 0.0], [0.0, -0.1, 0.1], [0.1, 0.0, 0.1], [-0.3, -0.3, 0.2], [-0.2, 0.3, 0.1], [-0.2, 0.3, -0.1], [0.0, 0.1, 0.2], [-0.2, -0.1, -0.2], [0.0, -0.1, 0.0], [0.9, -0.1, 0.0], [0.0, 0.0, -0.1], [-0.1, 0.0, -0.1], [0.0, -0.2, -0.1], [0.1, 0.2, 0.2], [0.0, 0.0, -0.1], [0.0, 0.1, -0.2], [0.0, 0.0, 0.1], [-0.1, -0.2, -0.1], [-1.3, -0.6, -0.2], [0.0, 0.0, 0.1], [-0.1, 1.0, 0.0], [0.2, 0.2, 0.0], [0.7, -0.6, 0.4], [-0.1, 0.1, 0.1], [0.0, 0.0, 0.1], [0.0, 0.0, 0.1], [0.0, -0.2, 0.1], [0.1, 0.0, 0.1], [-0.4, -0.3, -0.3], [-0.3, 0.2, -0.4], [0.1, 0.2, 0.0], [-0.8, -0.5, 0.4], [0.3, 0.0, 0.5], [0.0, 0.0, 0.1], [0.0, 0.5, 0.1], [0.0, 0.0, 0.0], [0.1, 0.0, 0.0], [0.0, 0.6, -0.3], [0.3, -0.7, -0.1], [-0.8, 0.0, -2.4], [0.0, 0.0, 0.1], [0.0, 0.1, 0.0], [0.0, 0.0, 0.2], [0.1, 0.0, 0.0], [-0.1, -0.2, -0.2], [-1.6, -0.5, -0.4], [-0.4, 0.0, 0.0], [0.2, 0.0, 0.0]],
  "lowdin_charge": [-0.415, -0.001, -1.624, 0.094, 0.533, 0.610, 0.126, -0.149, 0.561, 0.590, -0.029, -0.137, -0.052, 0.561, 0.129, 0.580, -1.618, 0.638, 0.009, 0.649, -1.581, -0.029, 0.554, -0.558, 0.913, -0.092, -0.038, 0.580, -0.181, 0.545, 0.589, 0.069, 0.603, 0.557, -0.027, -0.205, 0.114, -1.603, -1.661, 0.112, 0.587, 0.005, 0.579, 0.115, 0.110, -0.019, 0.561, 0.562, 0.545, 0.562, 0.105, 0.108, 0.079, -1.605, 0.545, 0.564, -0.067, -0.048, 0.547, -1.606, 0.122, -0.033, 0.505, 0.562, -1.676, -0.204, 0.584, -0.210, 0.086, 0.683, 0.581, 0.622, -0.022, 0.030, 0.577, 0.047, 0.066, -1.628, -0.066, 0.125, -0.029, 0.079, -0.104, 0.746, -0.318, 0.099, -0.437, -0.041, 0.589, -1.619, 0.574, -1.642, -0.200, 0.053, 0.557]
}

***

{
  "formula": "H2O",
  "method": "ωB97M-V with the def2-TZVPD basis set",
  "total_charge": 0,
  "smiles": "O",
  "energy_ha": -76.42433,
  "fmax_ev_per_a": 4.4,
  "de_lowest_kcal_mol": 5.8,
  "multiplicity": 1,
  "symbols": ["O", "H", "H"],
  "positions_angstrom": [[-0.111, 0.215, 0.400], [-0.677, -0.168, -0.375], [0.788, -0.047, -0.025]],
  "forces_ev_per_angstrom": [[1.0, -2.0, -3.8], [1.0, 1.2, 2.3], [-1.9, 0.9, 1.5]],
  "lowdin_charge": [-0.147, 0.076, 0.072]
}

***

{
  "formula": "C20H28O2",
  "method": "ωB97M-V with the def2-TZVPD basis set",
  "total_charge": 0,
  "smiles": "CC1=C2C[C@]3(C)C(=O)C[C@@H](C(C)C)[C@H]3C/C=C(/C)[C@@H]2CC1=O",
  "energy_ha": -929.33595,
  "fmax_ev_per_a": 3.3,
  "de_lowest_kcal_mol": 37.1,
  "multiplicity": 1,
  "symbols": ["H", "C", "H", "C", "C", "H", "C", "C", "C", "H", "C", "H", "O", "H", "H", "C", "C", "C", "C", "H", "C", "H", "H", "H", "H", "H", "C", "H", "C", "H", "H", "C", "C", "C", "H", "H", "C", "O", "H", "C", "H", "H", "H", "H", "H", "H", "C", "H", "H", "H"],
  "positions_angstrom": [[-1.368, 2.304, -2.016], [1.855, -0.622, 1.792], [-2.483, 0.145, -4.111], [3.426, 1.735, 1.687], [2.114, -1.007, 0.331], [-0.075, 2.477, -0.239], [-2.165, 0.410, -2.001], [-1.413, 1.430, -1.415], [-2.920, -2.442, 0.292], [3.965, 2.669, 1.504], [-1.123, -1.735, -0.950], [2.071, 3.849, 2.565], [3.065, -1.613, -0.078], [-2.830, 1.806, -3.492], [-4.388, -1.492, -1.066], [1.074, -0.387, -0.590], [-2.317, -1.025, -1.520], [1.056, 0.697, 1.657], [-0.704, 1.593, -0.064], [0.246, -1.202, -2.443], [-3.454, -1.247, -0.538], [0.916, -2.396, -1.393], [-3.954, 0.398, -3.195], [-1.428, 1.867, 0.709], [2.755, -0.563, 2.400], [-3.610, -0.405, 0.136], [0.305, -1.487, -1.397], [0.526, 3.129, 2.784], [-2.938, 0.721, -3.283], [-0.603, -0.256, 0.825], [0.404, 0.811, 2.502], [0.173, 0.396, 0.413], [1.766, 0.518, -1.642], [1.589, 2.883, 2.718], [1.070, 0.999, -2.317], [1.734, 2.478, 0.641], [-1.473, -2.649, 0.026], [-3.658, -3.065, 1.033], [-2.548, -1.600, -2.384], [1.943, 1.954, 1.571], [1.882, 2.446, 3.681], [0.445, -3.365, 0.854], [-0.837, -4.526, 0.673], [-0.937, -3.371, 1.985], [3.731, 1.365, 2.666], [3.758, 0.997, 0.944], [-0.638, -3.516, 0.942], [2.475, -0.068, -2.279], [2.304, 1.333, -1.162], [1.215, -1.370, 2.244]],
  "forces_ev_per_angstrom": [[-0.2, 0.9, -0.4], [-0.3, 0.5, -0.5], [-0.3, 0.3, 0.2], [0.8, -0.6, -0.9], [0.3, 0.3, 0.5], [-0.1, -0.1, 0.3], [1.6, 1.9, 1.1], [-1.8, -2.8, -0.3], [-1.5, -0.1, 0.1], [0.0, -0.1, 0.0], [0.8, -1.8, 2.2], [0.3, 0.0, 0.3], [0.3, -0.5, -0.1], [-0.4, -0.7, -0.1], [0.2, 0.0, 0.5], [-1.3, 0.8, -0.6], [0.4, 1.4, 0.1], [0.6, -0.6, -0.6], [1.1, -0.4, -1.4], [0.1, 0.3, -0.2], [0.4, -1.0, 0.0], [-0.3, -0.1, 0.2], [-0.8, 0.1, 0.0], [0.1, -0.1, 0.0], [0.1, -0.1, -0.2], [0.0, 0.1, -0.1], [-0.5, -0.2, 0.0], [-0.1, -0.3, -0.1], [2.0, 0.3, 0.2], [0.4, -0.6, -0.2], [-0.4, 0.1, 0.5], [-0.8, 0.6, 0.4], [0.8, -0.3, 0.1], [-0.6, 0.8, 0.1], [-0.5, -0.1, 0.0], [0.1, 0.0, -0.1], [0.1, 2.1, -0.5], [0.9, 0.0, -0.1], [-0.3, -0.5, -1.1], [-0.5, 0.3, 0.8], [0.1, 0.1, -0.2], [-0.3, 0.2, -0.1], [-0.1, -1.1, 0.0], [0.0, 0.0, -0.2], [-0.1, 0.0, 0.1], [0.2, 0.2, 0.2], [0.0, 0.8, -0.5], [-0.5, 0.4, 0.7], [0.3, -0.1, 0.0], [-0.2, -0.3, 0.0]],
  "lowdin_charge": [0.081, -0.036, 0.087, -0.080, -0.357, 0.101, -0.210, -0.034, -0.350, 0.090, -0.102, 0.081, 0.119, 0.084, 0.133, -0.324, -0.249, -0.223, -0.107, 0.119, -0.033, 0.128, 0.068, 0.123, 0.117, 0.134, -0.037, 0.078, -0.049, 0.136, 0.130, -0.199, -0.001, -0.081, 0.075, 0.112, -0.132, 0.075, 0.140, -0.401, 0.092, 0.074, 0.073, 0.092, 0.085, 0.082, -0.010, 0.110, 0.077, 0.120]
}

***

{
  "formula": "C4H4N2O",
  "method": "ωB97M-V with the def2-TZVPD basis set",
  "total_charge": 0,
  "smiles": "Oc1ccncn1",
  "energy_ha": -339.55449,
  "fmax_ev_per_a": 4.2,
  "de_lowest_kcal_mol": 17.1,
  "multiplicity": 1,
  "symbols": ["C", "H", "H", "O", "H", "C", "N", "C", "N", "C", "H"],
  "positions_angstrom": [[1.377, 0.259, 1.008], [-1.905, -0.690, -0.768], [-1.159, 1.378, -1.871], [-0.548, 1.805, -1.357], [-0.492, -2.350, 0.564], [-0.872, -0.487, -0.356], [0.874, -1.008, 1.128], [-0.267, -1.337, 0.498], [0.877, 1.127, 0.151], [-0.181, 0.758, -0.530], [2.297, 0.544, 1.534]],
  "forces_ev_per_angstrom": [[-1.1, -2.4, -0.7], [1.5, 0.3, 0.1], [-3.0, -0.9, -2.8], [1.7, -0.8, 2.2], [-1.0, -1.5, 0.4], [-1.6, 2.3, -1.4], [1.1, 1.1, 1.0], [2.7, 1.1, 0.3], [0.6, -0.1, 0.5], [-0.4, 1.2, 0.3], [-0.6, -0.3, 0.0]],
  "lowdin_charge": [-0.164, 0.132, 0.043, 0.101, 0.091, 0.000, 0.059, -0.162, 0.128, -0.342, 0.115]
}